Entry from OMol25: a cluster of 2 separate species, C4H3F6O4S in total at a distorted geometry (ωB97M-V/def2-TZVPD).

Each atom is followed by the atoms it is bonded to, with distances in Å.
CARTESIAN COORDINATES (ANGSTROEM)
1 C -1.23353 -0.01722 -0.36652  C2 1.400, H17 1.045, H18 0.981
2 C -0.94100 1.33995 -0.18753  C1 1.400, C3 1.418, C4 1.501
3 C -0.35368 1.85426 0.99616  C2 1.418, F9 1.458, F10 1.357, F11 1.290
4 C -1.19294 2.24113 -1.36164  C2 1.501, F12 1.412, F13 1.334, F14 1.326
5 O 0.40411 -1.09419 -0.71773  S15 1.476
6 O 2.35956 -0.61722 0.61804  S15 1.629, H16 1.026
7 O 2.54266 -0.94301 -1.82226  S15 1.408
8 O 1.43575 1.05510 -0.87065  S15 1.462
9 F -1.27491 1.77534 2.12410  C3 1.458
10 F 0.70089 1.19322 1.53675  C3 1.357
11 F 0.00610 3.09172 1.04637  C3 1.290
12 F -2.26025 3.12497 -1.09169  C4 1.412
13 F -1.59343 1.63923 -2.48239  C4 1.334
14 F -0.19071 3.06824 -1.62736  C4 1.326
15 S 1.69162 -0.38439 -0.84959  O5 1.476, O6 1.629, O7 1.408, O8 1.462
16 H 1.96611 0.21718 1.06746  O6 1.026
17 H -1.59425 -0.33880 -1.29255  C1 1.045
18 H -1.35363 -0.61848 0.39928  C1 0.981

The calculation puts the energy relative to the best compared isomer or geometry (same formula, charge and spin) at 22.3 kcal/mol. The charge is -1.